<P>
Entry from the Open Molecules 2025 dataset: a structure of composition C5H9NO3 (the ωB97M-V functional and the def2-TZVPD basis).

* LUMO energy: 0.6 eV
* total charge: 0
* frontier orbital gap: 8.340 eV

Last column: Mulliken charge in e.
Positions of all 18 atoms, in Å:
C -0.019 0.728 0.016  0.785
C -1.338 1.419 -0.220  -1.498
C 0.675 -2.013 -1.350  -0.766
N 0.548 -1.698 0.067  -0.169
C -0.010 -0.593 0.572  0.244
C 0.167 1.058 1.968  0.038
O 0.963 0.966 -0.960  -0.557
O -0.302 -0.561 1.844  -0.520
O -0.572 1.839 2.494  -0.556
H 0.797 1.827 -1.357  0.339
H 0.707 -2.437 0.737  0.281
H 1.243 0.945 2.135  0.373
H -1.233 2.496 -0.060  0.363
H -2.091 1.073 0.483  0.372
H -1.683 1.235 -1.242  0.423
H -0.218 -2.523 -1.721  0.271
H 1.537 -2.663 -1.494  0.305
H 0.830 -1.096 -1.911  0.272

***

<Q>
Entry from the Open Molecules 2025 dataset: an isolated molecule of C5H9NO3 (the ωB97M-V functional and the def2-TZVPD basis).

* LUMO energy: 0.8 eV
* SMILES: C=C(O)/C(O)=C(/C)ON
* total charge: 0
* frontier orbital gap: 9.444 eV

Last column: Mulliken charge in e.
Positions of all 18 atoms, in Å:
C 1.683 1.141 -1.349  -1.134
C 0.471 -0.710 -0.121  0.334
C 0.565 0.551 -0.560  0.628
C -0.557 -1.072 0.857  0.144
N -1.670 1.374 -0.462  -0.479
C -0.347 -1.095 2.179  -0.861
O -0.324 1.490 0.075  -0.310
O 1.318 -1.723 -0.503  -0.569
O -1.697 -1.627 0.320  -0.525
H 0.969 -2.537 -0.091  0.339
H -1.778 -1.253 -0.580  0.430
H -1.793 2.255 -0.960  0.252
H -2.207 1.456 0.403  0.245
H 2.533 0.454 -1.433  0.325
H 1.346 1.388 -2.361  0.280
H 2.045 2.061 -0.877  0.316
H -1.098 -1.501 2.847  0.316
H 0.542 -0.652 2.616  0.270

***

Unit: kJ/mol. Relative energies: <P> 0.0; <Q> 109.8.

***

<P>
Entry from the Open Molecules 2025 dataset: a cluster of 2 separate species, C5H9NO3 in total (the ωB97M-V functional and the def2-TZVPD basis).

* LUMO energy: 0.6 eV
* SMILES: C[C@H]1NC(=O)[C@@]12CO2.O
* total charge: 0
* frontier orbital gap: 10.591 eV

Last column: Mulliken charge in e.
Positions of all 18 atoms, in Å:
C -0.952 -1.051 -1.745  -1.439
C -0.139 0.059 -1.115  0.205
N -0.866 1.308 -0.834  -0.093
C -0.657 1.319 0.501  0.134
O -1.083 2.026 1.390  -0.607
C 0.160 0.025 0.404  0.687
C -0.024 -1.088 1.351  -0.305
O 1.305 -0.911 0.868  -0.558
H -1.863 -1.247 -1.163  0.359
H -1.233 -0.785 -2.773  0.391
H -0.357 -1.974 -1.779  0.300
H 0.778 0.255 -1.691  0.270
H -1.360 1.944 -1.447  0.169
H -0.155 -0.830 2.407  0.262
H -0.508 -2.000 0.995  0.261
O 2.162 1.193 1.845  -0.735
H 2.174 0.101 1.648  0.415
H 2.618 1.656 1.137  0.282

***

<Q>
Entry from the Open Molecules 2025 dataset: a structure of composition C5H9NO3 (the ωB97M-V functional and the def2-TZVPD basis).

* LUMO energy: 0.9 eV
* total charge: 0
* frontier orbital gap: 8.761 eV

Last column: Mulliken charge in e.
Positions of all 18 atoms, in Å:
C -0.911 1.649 0.595  -0.322
C -1.450 0.536 -0.308  -1.002
C -0.002 -2.111 -0.230  -1.093
C -0.406 0.518 1.331  0.608
C 0.412 -0.760 -0.724  0.806
N 1.964 1.064 -0.088  -0.535
O 1.156 -0.020 0.403  -0.184
O -0.530 -0.172 2.267  -0.454
O 0.737 -0.466 -1.847  -0.626
H 2.907 0.770 0.155  0.272
H 1.878 0.986 -1.108  0.283
H -1.598 2.264 1.180  0.295
H -0.124 2.245 0.141  0.285
H -2.413 0.142 -0.002  0.303
H -1.344 0.705 -1.370  0.413
H -0.357 -2.093 0.795  0.309
H 0.865 -2.774 -0.298  0.331
H -0.782 -2.483 -0.891  0.309

***

<R>
Entry from the Open Molecules 2025 dataset: an isolated molecule of C5H9NO3 (the ωB97M-V functional and the def2-TZVPD basis).

* LUMO energy: 0.6 eV
* SMILES: C=C[C@](C)(CO)[N+](=O)[O-]
* total charge: 0
* frontier orbital gap: 10.660 eV

Last column: Mulliken charge in e.
Positions of all 18 atoms, in Å:
C 1.369 0.903 1.603  -0.907
C 1.064 0.682 0.365  -0.493
C -1.117 -0.605 0.611  -1.218
C 0.100 -0.332 -1.711  -1.055
C -0.187 0.194 -0.266  1.572
N -0.841 1.746 -0.450  0.973
O -0.123 2.512 -0.959  -0.560
O -1.851 1.990 0.156  -0.653
O -1.079 -0.536 -2.410  -0.520
H 2.342 1.377 1.858  0.241
H 0.789 0.742 2.527  0.265
H 1.723 0.928 -0.457  0.261
H -1.863 0.104 1.110  0.324
H -0.351 -1.194 1.271  0.305
H -1.653 -1.374 -0.066  0.273
H 0.573 0.536 -2.191  0.415
H 0.747 -1.135 -1.865  0.448
H -1.435 -1.433 -2.256  0.330

***

Unit: kJ/mol. Relative energies: <P> 0.0; <Q> 200.6; <R> 172.6.

***

<P>
Entry from the Open Molecules 2025 dataset: a cluster of 2 separate species, CH3ClOSi in total (the ωB97M-V functional and the def2-TZVPD basis).

* LUMO energy (spin up / spin down): -0.2 / -0.5 eV
* total charge: 0
* frontier orbital gap (spin up / spin down): 7.122 / 8.294 eV

Last column: Mulliken charge in e.
Positions of all 7 atoms, in Å:
C -1.821 -0.004 -0.198  -0.001
O -0.744 -0.511 0.071  -0.247
Si 1.945 -1.900 -0.144  0.330
Cl 2.059 0.165 0.033  -0.211
H -2.792 -0.464 -0.330  0.246
H 3.239 -2.382 -0.900  -0.054
H 1.323 -2.412 0.938  -0.063

***

<Q>
Entry from the Open Molecules 2025 dataset: a cluster of 2 separate species, CH3ClOSi in total (the ωB97M-V functional and the def2-TZVPD basis).

* LUMO energy (spin up / spin down): -1.0 / -1.0 eV
* total charge: 0
* frontier orbital gap (spin up / spin down): 8.195 / 8.193 eV

Last column: Mulliken charge in e.
Positions of all 7 atoms, in Å:
C -0.782 -1.142 -0.169  0.036
O -1.858 -1.326 0.346  -0.389
Si 0.485 0.116 0.474  0.297
Cl 2.349 -0.465 0.089  -0.161
H -0.523 -1.675 -1.109  0.332
H -0.036 1.945 -1.106  -0.075
H 0.268 0.700 1.774  -0.039

***

Unit: kJ/mol. Relative energies: <P> 97.1; <Q> 0.0.

***

<P>
Entry from the Open Molecules 2025 dataset: an isolated molecule of CH3ClOSi (the ωB97M-V functional and the def2-TZVPD basis).

* LUMO energy: 0.0 eV
* SMILES: Cl[Si@H]1CO1
* total charge: 0
* frontier orbital gap: 8.850 eV

Last column: Mulliken charge in e.
Positions of all 7 atoms, in Å:
C 0.782 0.430 0.479  -0.400
O 0.127 -0.880 0.497  -0.270
Si -0.682 -0.327 -0.796  0.555
Cl -2.443 0.493 -0.125  -0.187
H 1.839 0.392 0.293  0.208
H 0.746 1.055 1.526  0.155
H -0.370 -1.162 -1.875  -0.061

***

<Q>
Entry from the Open Molecules 2025 dataset: an isolated molecule of CH3ClOSi (the ωB97M-V functional and the def2-TZVPD basis).

* LUMO energy: 0.2 eV
* SMILES: O=C[SiH2]Cl
* total charge: 0
* frontier orbital gap: 9.356 eV

Last column: Mulliken charge in e.
Positions of all 7 atoms, in Å:
C -0.674 -1.076 0.117  -0.073
O -1.786 -1.114 0.554  -0.381
Si 0.357 0.836 -0.295  0.644
Cl 2.072 0.295 0.684  -0.224
H -0.087 -2.115 0.104  0.283
H 0.665 1.501 -1.473  -0.131
H -0.546 1.672 0.309  -0.118

***

Unit: kJ/mol. Relative energies: <P> 17.8; <Q> 0.0.

***

<P>
Entry from the Open Molecules 2025 dataset: the ion C4H4NO with charge +1 (the ωB97M-V functional and the def2-TZVPD basis).

* LUMO energy: -6.9 eV
* total charge: +1
* frontier orbital gap: 8.040 eV

Last column: Mulliken charge in e.
Positions of all 10 atoms, in Å:
C -0.372 0.442 0.669  -0.158
C -0.227 -0.527 1.575  -0.397
C 0.943 -1.287 -0.183  -0.145
C 0.132 0.600 -1.619  0.065
N 0.268 -0.038 -0.532  0.301
O 0.682 -1.549 1.009  -0.048
H -0.830 1.330 0.715  0.452
H -0.706 -0.802 2.550  0.382
H -0.481 1.540 -1.573  0.231
H 0.590 0.292 -2.610  0.318

***

<Q>
Entry from the Open Molecules 2025 dataset: the ion C4H4NO with charge +1 (the ωB97M-V functional and the def2-TZVPD basis).

* LUMO energy: -6.9 eV
* total charge: +1
* frontier orbital gap: 7.764 eV

Last column: Mulliken charge in e.
Positions of all 10 atoms, in Å:
C -1.104 0.402 0.049  -0.107
C 0.165 0.874 -0.009  -0.417
C -1.272 -1.101 0.038  0.292
C 1.178 -0.060 0.118  0.250
N -0.317 -1.862 0.106  -0.361
O 2.391 -0.228 0.085  -0.312
H -2.069 0.902 0.014  0.403
H 0.277 1.888 -0.095  0.471
H -2.385 -1.356 -0.118  0.309
H 3.137 0.540 -0.186  0.474

***

Unit: kJ/mol. Relative energies: <P> 0.0; <Q> 142.5.

***

<P>
Entry from the Open Molecules 2025 dataset: a cluster of 2 separate species, C3H12OSi2 in total (the ωB97M-V functional and the def2-TZVPD basis).

* LUMO energy (spin up / spin down): 0.3 / 0.7 eV
* total charge: 0
* frontier orbital gap (spin up / spin down): 8.220 / 8.466 eV

Last column: Mulliken charge in e.
Positions of all 18 atoms, in Å:
C -0.630 1.583 -1.268  -0.541
C -1.387 1.430 -0.033  -1.014
C 0.395 -0.199 1.410  -0.199
O 1.477 -0.063 0.544  -0.256
Si -0.861 -1.581 1.190  0.387
Si 2.265 -0.867 -0.639  0.439
H 0.333 1.287 -0.977  -0.039
H -1.122 1.163 -2.051  0.339
H -0.533 2.574 -1.482  0.397
H -1.128 2.123 0.857  0.373
H -2.310 0.935 -0.072  0.466
H 0.065 0.811 1.804  0.393
H -2.194 -1.059 1.799  -0.103
H -0.287 -2.603 2.077  -0.166
H -1.160 -2.260 -0.178  -0.083
H 1.006 -1.455 -1.452  -0.111
H 3.048 0.131 -1.297  -0.119
H 3.022 -1.951 -0.234  -0.164

***

<Q>
Entry from the Open Molecules 2025 dataset: a cluster of 2 separate species, C3H12OSi2 in total (the ωB97M-V functional and the def2-TZVPD basis).

* LUMO energy: 0.3 eV
* total charge: 0
* frontier orbital gap: 7.938 eV

Last column: Mulliken charge in e.
Positions of all 18 atoms, in Å:
C -1.421 0.940 -1.280  -0.944
C -0.512 -1.906 1.231  -1.112
C -2.092 -0.158 -0.508  -0.520
O 1.297 0.982 1.006  -0.324
Si 2.733 0.904 0.188  0.309
Si -1.251 -0.133 1.267  0.067
H -1.808 1.187 -2.347  0.268
H -1.260 1.901 -0.891  0.370
H -0.281 0.590 -1.555  0.105
H -0.252 -2.293 0.098  0.242
H 0.198 -2.104 1.924  0.401
H -1.278 -2.572 1.539  0.401
H -2.132 -1.172 -0.805  0.405
H -3.184 -0.008 -0.180  0.273
H 1.370 1.132 2.003  0.340
H 3.106 -0.442 -0.343  -0.082
H 2.824 1.988 -0.935  -0.066
H 3.676 1.269 1.439  -0.133

***

Unit: kJ/mol. Relative energies: <P> 235.2; <Q> 0.0.

***

<P>
Entry from the Open Molecules 2025 dataset: the ion C2H3N2O2S with charge -1 (the ωB97M-V functional and the def2-TZVPD basis).

* LUMO energy: 4.1 eV
* total charge: -1
* frontier orbital gap: 8.577 eV

Last column: Mulliken charge in e.
Positions of all 10 atoms, in Å:
C -0.347 -1.697 0.240  0.384
C 1.153 0.156 -0.214  -0.685
N -0.313 -2.824 0.197  -0.517
N -0.129 -0.327 0.292  -0.180
O -2.076 1.283 1.297  -0.599
O -1.025 1.745 -0.991  -0.640
S -1.682 0.723 -0.059  0.528
H 1.081 0.962 -0.933  0.245
H 1.631 0.765 0.755  0.159
H 1.704 -0.786 -0.587  0.305

***

<Q>
Entry from the Open Molecules 2025 dataset: a cluster of 2 separate species, C2H3N2O2S in total (the ωB97M-V functional and the def2-TZVPD basis).

* LUMO energy (spin up / spin down): 3.8 / 3.8 eV
* total charge: -1
* frontier orbital gap (spin up / spin down): 5.760 / 6.054 eV

Last column: Mulliken charge in e.
Positions of all 10 atoms, in Å:
C -0.744 0.490 0.229  -0.230
C 0.423 -0.442 0.507  0.245
N -1.892 0.144 -0.214  -0.536
N 0.339 -0.083 -2.403  -0.239
O 1.061 -0.153 -1.424  -0.196
O 1.329 0.262 1.204  -0.433
S 0.312 -2.183 0.549  -0.429
H -0.228 1.462 0.351  0.249
H -2.653 0.866 -0.268  0.223
H 2.054 -0.362 1.470  0.345

***

Unit: kJ/mol. Relative energies: <P> 0.0; <Q> 342.6.